# 1
DFT (wB97M-V/def2-TZVPD) results for a molecular structure, C41H21BiN10O7S at a distorted geometry.

```
81
C41H21BiN10O7S, DFT wB97M-V/def2-TZVPD
Bi 0.11834 -0.83607 0.89905
C -5.33463 -4.58868 -2.17172
C -5.89925 -3.30995 -2.27273
C -5.25332 -2.18104 -1.71324
C -3.96906 -2.34994 -1.25914
C -2.86310 -1.34395 -0.90910
N -1.75733 -2.02458 -0.61566
C -1.94226 -3.35885 -0.95416
N -1.08862 -4.35316 -0.89120
C 0.25123 -4.10571 -0.77174
C 1.25512 -5.24443 -0.79971
C 1.27944 -6.60966 -1.03100
C 2.45618 -7.32449 -0.98107
C 3.65999 -6.67494 -0.87092
C 3.71736 -5.27988 -0.81421
C 2.47960 -4.57290 -0.84703
C 2.26766 -3.14201 -0.71452
N 3.14136 -2.25941 -0.92470
C 2.89812 -0.90148 -1.02277
N 1.76873 -0.23934 -0.76439
C 1.88756 1.05161 -1.11823
N 1.01100 2.06334 -1.17048
C -0.27085 1.83988 -1.01097
N -0.86294 0.63060 -0.75234
C -2.21198 0.82667 -0.89393
N -3.17196 -0.06698 -0.93310
C -2.47260 2.25010 -1.12820
C -3.62188 2.91475 -1.42150
C -3.49990 4.22404 -1.82535
C -2.29563 4.91268 -1.90676
C -1.10610 4.19713 -1.60042
C -1.27765 2.83709 -1.31595
C 3.21204 1.23509 -1.56431
C 3.87082 2.34158 -2.15102
C 5.15051 2.12281 -2.58041
C 5.85854 0.93073 -2.32663
C 5.23342 -0.17021 -1.81569
C 3.86954 -0.00548 -1.44097
N 0.83292 -2.93913 -0.56581
C -3.30817 -3.55201 -1.46873
C -3.99623 -4.74177 -1.84217
H -5.95974 -5.43537 -2.42105
H -6.92830 -3.14971 -2.59835
H -5.75997 -1.26603 -1.67329
H 0.32638 -7.04157 -1.13470
H 2.34905 -8.39885 -1.06666
H 4.58383 -7.24950 -0.88057
H 4.70299 -4.76801 -0.80030
H -4.55365 2.36753 -1.39171
H -4.40820 4.68989 -2.16563
H -2.29519 5.92883 -2.24784
H -0.13779 4.62896 -1.74912
H 3.31170 3.26464 -2.34293
H 5.68836 2.91727 -3.16838
H 6.87815 0.80574 -2.74768
H 5.70189 -1.14231 -1.73555
H -3.48069 -5.69995 -1.92735
O -3.34840 -0.80732 3.25202
N -2.31277 -0.93198 2.64131
O -1.93680 -0.00398 1.78347
O -1.57110 -1.91677 2.76963
O 0.20822 0.83642 3.73728
C 0.40373 1.63103 2.81457
O 0.66767 1.31976 1.57474
C 0.31519 3.10156 3.09252
C 0.47649 4.04843 2.09396
C 0.29845 5.44161 2.32111
C -0.06689 5.79345 3.62605
O -0.26806 7.03889 4.11917
C -0.79368 6.83277 5.45210
O -0.60134 5.45846 5.75944
C -0.25037 4.84669 4.60129
C -0.05394 3.49290 4.37948
H 0.68077 3.63042 1.12423
H 0.36304 6.15136 1.56101
H -1.82344 7.09148 5.50890
H -0.20998 7.44778 6.13243
H -0.25842 2.76697 5.14322
S 1.96954 -2.29376 2.82235
C 3.52283 -1.93820 2.22855
N 4.55447 -1.69161 1.77526
```

- energy above the lowest of the compared OMol25 structures with the same formula, charge and spin (eV) = 1.045
- HOMO-LUMO gap (spin up / spin down) (eV) = 4.72 / 4.73
- total charge = -2
- LUMO (spin up / spin down) (eV) = 3.141 / 3.145

# 2
DFT (wB97M-V/def2-TZVPD) results for a gas-phase ion, C4H10NS (charge +1) at a distorted geometry.

```
16
C4H10NS, DFT wB97M-V/def2-TZVPD
C -0.36967 0.94744 -0.65279
C -0.46357 0.34245 0.72961
C 0.08443 -0.52510 -0.42272
C -0.75602 -1.63947 -0.86289
N 0.49371 1.04679 1.57310
S 1.83016 -0.60638 -0.31872
H -1.20926 1.15760 -1.19295
H 0.40231 1.68690 -0.80160
H -1.37161 0.23612 1.26862
H -0.43059 -2.64579 -0.54310
H -0.64175 -1.59752 -1.94811
H -1.84386 -1.57928 -0.52514
H 0.64767 0.46947 2.49010
H 0.03910 1.90213 1.87385
H 1.40982 1.03227 1.01989
H 2.17914 -0.22764 -1.68716
```

- energy above the lowest of the compared OMol25 structures with the same formula, charge and spin (eV) = 1.758
- HOMO-LUMO gap (eV) = 10.35
- total charge = +1
- LUMO (eV) = -3.507

# 3
DFT (wB97M-V/def2-TZVPD) results for a molecular structure, C46H56N8O3P2S at a distorted geometry.

```
116
C46H56N8O3P2S, DFT wB97M-V/def2-TZVPD
C 6.10702 -5.25441 3.68106
C 5.31446 -4.96418 2.40157
P 5.21287 -3.15750 2.00123
C 4.99019 -3.21280 0.14998
C 3.70317 -2.46089 -0.17162
O 6.82516 -2.67213 2.34711
S 7.26128 -1.14289 1.92842
O 7.57965 -0.51113 3.17110
O 5.80524 -0.49031 1.48829
P 6.11421 0.67265 0.26825
C 4.60606 1.71020 0.13983
C 6.16775 -0.18068 -1.36136
H 6.36051 -6.31424 3.67238
H 5.47761 -5.10069 4.55409
H 7.03645 -4.70050 3.72680
H 5.87661 -5.41259 1.57634
H 4.32983 -5.42195 2.38478
H 4.93246 -4.24770 -0.18181
H 5.86441 -2.73129 -0.28502
H 2.87964 -2.97429 0.30933
H 3.70898 -1.45520 0.24465
H 3.56109 -2.40234 -1.24895
H 4.07409 1.81479 1.07873
H 3.93898 1.25124 -0.59210
H 4.91261 2.65360 -0.29054
H 5.38537 -0.93718 -1.43090
H 7.14080 -0.61646 -1.55439
H 5.95341 0.54815 -2.14137
N 1.30473 -4.57571 -0.74875
C 1.19867 -5.26551 -1.88527
C 0.08066 -5.22503 -2.70566
C -0.98391 -4.42586 -2.32416
C -0.89020 -3.70055 -1.14979
C 0.27075 -3.81048 -0.40289
H 2.05694 -5.87695 -2.14377
H 0.04283 -5.80343 -3.61994
H -1.87423 -4.36962 -2.93814
H -1.69664 -3.06337 -0.82027
H 0.38698 -3.25649 0.52229
N -1.56729 -5.16443 -5.86042
C -2.76899 -5.32010 -6.41417
C -3.47035 -4.30060 -7.03997
C -2.89333 -3.04277 -7.09296
C -1.64505 -2.85829 -6.52247
C -1.02747 -3.94548 -5.92332
H -3.18489 -6.31955 -6.34854
H -4.44272 -4.48981 -7.47421
H -3.40791 -2.21902 -7.57155
H -1.15875 -1.89272 -6.54037
H -0.04948 -3.84610 -5.46510
N -1.35732 -1.42277 1.65712
C -1.29383 -1.44809 2.99149
C -2.40730 -1.43040 3.81693
C -3.66150 -1.37764 3.23125
C -3.75049 -1.34890 1.85043
C -2.57588 -1.37536 1.11351
H -0.29247 -1.48480 3.40848
H -2.29205 -1.45719 4.89222
H -4.55549 -1.36105 3.84214
H -4.70940 -1.30846 1.35164
H -2.60182 -1.35894 0.02877
N 1.80505 1.24427 2.55061
C 2.52115 2.34802 2.75370
C 2.01265 3.63188 2.61393
C 0.68654 3.77689 2.23912
C -0.07366 2.63857 2.02161
C 0.53063 1.40208 2.19177
H 3.55436 2.18629 3.04449
H 2.64027 4.49389 2.79657
H 0.25161 4.76160 2.12090
H -1.11295 2.70658 1.72778
H -0.02275 0.48490 2.03513
N 3.79774 4.63652 -0.79471
C 4.09240 5.23760 -1.94648
C 4.05650 6.61079 -2.13032
C 3.69051 7.40696 -1.05770
C 3.37901 6.80043 0.14784
C 3.44978 5.41846 0.22539
H 4.37118 4.57588 -2.75984
H 4.30884 7.04345 -3.08855
H 3.64923 8.48381 -1.15956
H 3.08831 7.38465 1.00996
H 3.21774 4.90075 1.15062
N -4.00989 -1.33857 -2.20061
C -4.12813 -2.02133 -3.33957
C -5.24593 -1.96603 -4.15680
C -6.30404 -1.15884 -3.76931
C -6.20022 -0.44269 -2.58800
C -5.03669 -0.56673 -1.84562
H -3.27791 -2.64136 -3.60427
H -5.28401 -2.54133 -5.07186
H -7.19590 -1.08875 -4.37909
H -7.00109 0.19965 -2.24719
H -4.91140 -0.02008 -0.91644
N -1.30950 4.35222 6.06970
C -1.28841 3.28455 5.27261
C -2.29241 2.32841 5.23691
C -3.37983 2.48676 6.07944
C -3.41926 3.58932 6.91762
C -2.36409 4.48766 6.87191
H -0.41880 3.19776 4.63384
H -2.22089 1.48240 4.56538
H -4.18466 1.76210 6.08350
H -4.24915 3.75070 7.59200
H -2.35553 5.36596 7.50837
N -6.21488 2.59596 -0.78180
C -5.49315 2.91177 -1.85555
C -5.09901 4.20300 -2.16877
C -5.47945 5.22819 -1.31874
C -6.23200 4.92039 -0.19679
C -6.57015 3.59459 0.02514
H -5.22143 2.07791 -2.49228
H -4.51033 4.39812 -3.05441
H -5.19367 6.25135 -1.52663
H -6.54991 5.69045 0.49232
H -7.15513 3.30839 0.89225
```

- HOMO-LUMO gap (eV) = 8.01
- LUMO (eV) = 0.410

# 4
DFT (wB97M-V/def2-TZVPD) results for C3H8N2O in the gas phase at a distorted geometry.

```
14
C3H8N2O, DFT wB97M-V/def2-TZVPD
C 0.43395 0.11737 0.43647
C 1.50853 -0.86917 0.08456
C -0.95107 -0.06816 -0.06306
N -1.85733 0.91983 0.24815
O 0.47254 1.26760 -0.80076
N -1.41754 -1.23266 -0.37901
H 0.96942 2.05431 -0.54613
H 0.47092 0.45163 1.48079
H -2.75875 0.79042 -0.18438
H -1.50814 1.86281 0.19011
H -0.71724 -1.96018 -0.46410
H 2.48404 -0.42713 0.29690
H 1.40008 -1.78178 0.67236
H 1.47060 -1.12488 -0.97189
```

- energy above the lowest of the compared OMol25 structures with the same formula, charge and spin (eV) = 2.379
- HOMO-LUMO gap (eV) = 9.75
- LUMO (eV) = 0.689

# 5
DFT (wB97M-V/def2-TZVPD) results for 4 unconnected molecules or ions with the total composition C2H12NO3S at a distorted geometry.

```
19
C2H12NO3S, DFT wB97M-V/def2-TZVPD
C -1.32981 1.04183 -0.02438
C -1.92644 -0.34634 -0.32831
S -0.87413 -1.79665 0.04138
N 0.08774 1.18823 -0.22795
H -1.59247 1.28067 0.99073
H -1.84054 1.75065 -0.65257
H -2.28471 -0.49448 -1.35488
H -2.86811 -0.43425 0.22893
H 0.30690 1.05130 -1.19416
H 0.64471 0.56288 0.32614
H 0.25201 -1.33948 -2.92710
H 0.77541 -1.28913 -1.56347
O 0.93890 -0.86982 -2.43642
H 1.31121 -3.44502 1.60387
H 1.54032 -2.01214 1.58077
O 1.92125 -2.80195 2.00158
H 2.32598 2.39970 1.62209
H 1.07720 2.61317 0.75276
O 1.53455 2.94081 1.56098
```

- energy above the lowest of the compared OMol25 structures with the same formula, charge and spin (eV) = 0.222
- HOMO-LUMO gap (eV) = 7.11
- total charge = -1
- LUMO (eV) = 3.745

# 6
DFT (wB97M-V/def2-TZVPD) results for a molecular structure, C33H61CaCsF2LiMgN3NaO16PS2 at a distorted geometry.

```
123
C33H61CaCsF2LiMgN3NaO16PS2, DFT wB97M-V/def2-TZVPD
C -4.93090 3.41472 -3.01041
C -5.55195 3.10030 -1.61531
C -6.15164 1.69113 -1.45858
C -5.24619 0.52611 -1.93841
C -6.14785 -0.73156 -2.05033
C -5.48328 -1.94270 -2.72227
C -4.37331 -2.62654 -1.86759
C -4.51620 -2.33201 -0.36778
C -3.27678 -2.99341 0.37118
C -2.54721 -2.05873 1.37468
C -1.61981 -1.01737 0.72461
C -0.12769 -1.48517 0.63139
C 0.16524 -2.96307 0.36731
C 0.51869 -3.32729 -1.08194
N -0.40075 -2.86944 -2.10130
C 0.58068 -1.00467 1.93035
C 0.11083 -1.52167 3.27958
C 0.98378 -1.10061 4.50480
C 1.57274 0.33147 4.47253
C 3.02474 0.41357 3.93880
C 3.14670 1.42603 2.71670
C 4.48886 1.32835 1.91196
C 4.57390 2.25953 0.71664
C 5.81830 2.04162 -0.13456
O 5.75992 0.85075 -0.95121
C 4.99890 0.91710 -2.02346
C 5.01411 -0.31315 -2.90518
O 4.29626 1.84081 -2.31453
O 1.96558 -1.18184 1.56366
C 2.06281 -0.73532 0.27693
O 3.11340 -0.64000 -0.24363
C 0.64151 -0.48833 -0.29956
C 0.14864 0.96571 -0.36838
H -5.00217 2.59864 -3.74340
H -5.43779 4.28394 -3.42971
H -3.89561 3.72299 -2.87243
H -6.37910 3.80085 -1.48584
H -4.84716 3.33029 -0.81907
H -6.29786 1.51910 -0.38978
H -7.16142 1.60703 -1.90244
H -4.44942 0.38717 -1.21044
H -4.82611 0.67878 -2.95231
H -6.98260 -0.41939 -2.72156
H -6.61908 -0.96783 -1.09633
H -6.23234 -2.69624 -2.96563
H -5.04382 -1.63185 -3.68349
H -3.34272 -2.39298 -2.16586
H -4.50114 -3.70266 -1.99766
H -5.38708 -2.85482 0.03008
H -4.61211 -1.27756 -0.11435
H -2.55628 -3.31567 -0.39360
H -3.60237 -3.88753 0.90125
H -3.28403 -1.62482 2.05261
H -1.90677 -2.70324 1.98543
H -1.62568 -0.13822 1.36704
H -1.98548 -0.77302 -0.28349
H -0.66990 -3.60752 0.63910
H 1.01175 -3.33043 0.97125
H 0.56041 -4.46883 -1.12879
H 1.55836 -2.94681 -1.38757
H 0.10015 -2.27036 -2.75749
H -1.16435 -2.32077 -1.72204
H 0.46204 0.08009 2.02432
H 0.01601 -2.61145 3.28998
H -0.89497 -1.13178 3.44795
H 1.74702 -1.85241 4.71511
H 0.31749 -1.13393 5.36845
H 0.93179 1.06225 3.97796
H 1.62087 0.66730 5.51028
H 3.30586 -0.60442 3.52238
H 3.76992 0.70612 4.70337
H 2.29951 1.28740 2.05138
H 3.06420 2.43955 3.11465
H 4.73355 0.26127 1.60049
H 5.29846 1.66279 2.64923
H 3.66848 2.21951 0.11543
H 4.64931 3.28425 1.09180
H 6.70358 1.91582 0.49161
H 6.02856 2.90224 -0.76755
H 5.39703 -1.19310 -2.38966
H 5.61134 -0.11148 -3.79346
H 3.98809 -0.54168 -3.19379
H 0.76473 -0.77655 -1.35154
H 0.99630 1.59674 -0.64602
H -0.21647 1.35279 0.58183
H -0.65725 1.09466 -1.09052
O 0.66795 1.57837 -3.49714
H 1.63899 1.50360 -3.40677
H 0.53767 1.72380 -4.44358
Na -0.63918 -0.17419 -3.64176
N -7.38062 -1.40411 4.55468
S -6.99557 -2.10506 5.93288
O -5.77555 -1.66253 6.52521
O -7.31459 -3.48638 6.04041
F -8.09108 -1.42120 6.84520
S -6.43951 -1.79532 3.38242
O -6.57761 -0.93864 2.23371
O -6.28398 -3.18438 3.08308
F -4.97177 -1.38361 3.90351
Mg 5.36003 -0.22916 3.31026
O 9.40764 0.70781 5.29432
P 8.35430 1.61328 5.91725
O 7.19792 1.88566 4.95882
O 9.03982 2.91808 6.29730
O 7.87843 0.93598 7.19595
Li -6.59588 1.14534 -3.93049
C 10.64923 5.36064 5.07846
O 11.73306 4.88220 5.58134
O 10.17925 6.45243 5.79850
O 10.01726 5.00023 4.10855
H 10.87897 6.46705 6.46550
Cs 12.74226 3.08857 6.22995
N -2.39875 -0.31206 -9.44191
C -1.49070 0.25387 -10.29265
C -0.34315 0.49523 -9.58934
C -0.56404 0.05276 -8.25987
C -1.84365 -0.44322 -8.20021
H -3.32997 -0.58987 -9.69382
H -1.73920 0.43562 -11.32400
H 0.55566 0.93727 -9.98420
H 0.13877 0.09285 -7.44117
H -2.40347 -0.87668 -7.38710
Ca 2.56533 -4.47276 -1.27715
```

- energy above the lowest of the compared OMol25 structures with the same formula, charge and spin (eV) = 1.750
- HOMO-LUMO gap (eV) = 2.38
- total charge = +2
- LUMO (eV) = -7.786

# 7
DFT (wB97M-V/def2-TZVPD) results for C21H19BrN2O4 in the gas phase at a distorted geometry.

```
47
C21H19BrN2O4, DFT wB97M-V/def2-TZVPD
C -3.63993 -3.25447 0.07884
H -3.74504 -2.54548 -0.80773
O -2.58509 -2.66127 0.88677
C -1.48076 -2.42632 0.30361
C -0.43045 -3.40703 0.40172
C 0.72095 -3.07138 0.02509
C 0.81508 -2.02650 -0.70496
C -0.18069 -1.01981 -1.20123
C -1.45100 -1.20633 -0.55365
N -2.44011 -0.42443 -0.67507
C -2.41021 0.91999 -1.57524
H -1.99273 0.47533 -2.62199
C -1.52740 1.70952 -1.07956
N -1.63386 1.87620 0.50570
C -0.64643 1.58479 1.20258
O -0.87057 1.28615 2.62769
C 0.79181 1.58514 0.83899
C 1.59858 0.68532 1.05353
C 3.09046 0.97224 0.45431
C 3.90088 -0.11222 0.74703
C 5.16145 0.04260 0.07054
C 5.46498 1.35343 -0.26230
C 4.65527 2.38907 -0.47759
C 3.29563 2.13454 0.10271
O 2.47941 3.27126 -0.45335
C 1.25578 3.03702 0.17294
O 0.47541 3.78679 -0.00029
H 4.96239 3.38247 -1.00970
H 6.51311 1.35793 -0.66199
Br 6.52685 -1.38612 0.37104
H 3.65431 -0.98681 1.02795
H 1.29031 -0.20081 1.32739
C -2.96323 1.49827 0.92315
C -3.33636 -0.11887 0.44127
H -3.16848 -0.73957 1.29489
H -4.32572 0.13807 0.20558
H -3.65853 2.18187 0.28121
H -3.03630 1.56752 2.25424
H -1.97186 2.90049 -1.27483
H -0.61819 1.97856 -1.16717
H -3.28655 0.97419 -1.67082
H -0.14348 -0.13100 -1.50090
H 1.74542 -1.74566 -1.34002
H 1.55869 -3.78725 0.18376
H -0.71473 -4.03019 1.11369
H -4.44202 -3.50690 0.55272
H -3.25703 -4.30038 -0.41053
```

- energy above the lowest of the compared OMol25 structures with the same formula, charge and spin (eV) = 18.297
- HOMO-LUMO gap (eV) = 7.66
- LUMO (eV) = 0.013

# 8
DFT (wB97M-V/def2-TZVPD) results for a gas-phase ion, C5H12N5 (charge +1) at a distorted geometry.

```
22
C5H12N5, DFT wB97M-V/def2-TZVPD
C 1.46393 -1.10100 0.65322
C -0.86893 -0.29764 -0.93903
C 1.06658 -1.94929 -0.55446
C -0.40197 -1.78112 -1.00981
C -0.15184 0.64197 0.09734
N 0.83373 0.00539 0.88607
N -1.86588 -0.01242 -1.64071
N 0.71816 1.80220 -0.97030
N -1.10837 1.24659 0.96409
N -0.52657 1.88673 2.03269
H 2.12410 -1.58089 1.47252
H 1.56409 -1.69036 -1.41252
H 1.25181 -3.03796 -0.22383
H -0.97509 -2.26319 -0.15934
H -0.69826 -2.26109 -1.91975
H -2.14091 0.99243 -1.71671
H 0.25053 1.48096 -1.84715
H 1.61179 1.50338 -0.99700
H -1.89931 1.57659 0.44066
H -0.42969 2.91701 2.00833
H 0.86097 0.40474 1.84081
H -0.67887 1.51696 2.99488
```

- energy above the lowest of the compared OMol25 structures with the same formula, charge and spin (eV) = 4.851
- HOMO-LUMO gap (eV) = 8.37
- total charge = +1
- LUMO (eV) = -4.956